This record from the OMol25 dataset describes a 8-piece molecular cluster, C27H70NO9PS2 overall. The level of theory is ωB97M-V/def2-TZVPD.

Calculated values
- E_tot (eV) = -80002.2242
- maximum force (Eh/bohr) = 0.0508
- orbital gap (Ha) = 0.273

Bonds (Å) are listed after each position.
Geometry (Å):
1 S -6.13938 -2.04649 3.10487  C18 1.671
2 S -3.74941 -2.04454 1.21116  C14 1.836, C18 1.811
3 P -0.86163 -4.03440 -0.80988  C16 1.884, C28 1.916, C30 1.919, H46 1.448, H66 1.451
4 O 5.34499 -0.02738 -1.37696  C24 1.429, H67 0.959
5 O 6.88747 3.49981 0.18013  C21 1.428, H64 0.961
6 O -7.81424 -0.06104 5.71008  C17 1.421, H79 0.961
7 O 8.62688 0.89988 -3.68645  C31 1.424, H60 0.960
8 O 7.00720 6.05305 -1.73390  C23 1.421, H76 0.962
9 O 0.85445 4.25740 0.56962  C15 1.431, C37 1.430
10 O -5.24906 1.29495 -1.20833  C26 1.445, C34 1.427
11 O -2.11336 3.97557 -0.49964  C20 1.426, H77 0.960
12 O -0.92842 -4.24870 5.14784  C27 1.425, H91 0.960
13 N -6.10350 -0.53763 0.90919  C18 1.433, C35 1.474, C36 1.470
14 C -3.54087 -3.82964 1.58490  S2 1.836, C19 1.575, H50 1.112, H102 1.111
15 C 0.43022 3.27951 -0.38569  O9 1.431, C39 1.579, H69 1.111, H74 1.109
16 C 0.90515 -3.69469 -0.25068  P3 1.884, C40 1.590, H44 1.118, H105 1.106
17 C -7.26565 -0.95248 6.67123  O6 1.421, H56 1.094, H93 1.089, H110 1.094
18 C -5.40405 -1.50022 1.70777  S1 1.671, S2 1.811, N13 1.433
19 C -2.01188 -4.07092 1.87491  C14 1.575, C30 1.569, H61 1.111, H63 1.112
20 C -2.46712 3.87085 -1.87755  O11 1.426, H51 1.089, H88 1.093, H107 1.094
21 C 5.71350 3.57211 0.98971  O5 1.428, H47 1.093, H84 1.093, H86 1.088
22 C 1.50033 1.17316 -1.51390  C32 1.569, C39 1.587, H65 1.107, H83 1.116
23 C 7.82951 5.86787 -2.87840  O8 1.421, H72 1.093, H90 1.089, H109 1.094
24 C 5.80751 1.08408 -2.14660  O4 1.429, H48 1.091, H55 1.090, H85 1.092
25 C 2.34372 -1.90166 1.04875  C40 1.565, H42 1.108, H54 1.110, H108 1.111
26 C -4.57693 1.32655 0.07034  O10 1.445, C36 1.563, H49 1.113, H58 1.113
27 C -2.11561 -4.09753 5.92074  O12 1.425, H78 1.093, H97 1.093, H98 1.089
28 C -0.68068 -3.20947 -2.52980  P3 1.916, C29 1.591, H45 1.116, H104 1.110
29 C -1.89058 -2.24528 -2.90260  C28 1.591, C38 1.571, H59 1.119, H95 1.114
30 C -1.29056 -4.96944 0.81055  P3 1.919, C19 1.569, H75 1.119, H92 1.114
31 C 8.94365 0.91404 -5.07511  O7 1.424, H43 1.093, H53 1.088, H94 1.093
32 C 0.57177 -0.09141 -1.53640  C22 1.569, C33 1.577, H62 1.113, H70 1.113
33 C -0.54302 -0.01022 -2.64921  C32 1.577, C38 1.580, H80 1.115, H87 1.108
34 C -5.36415 -0.09393 -1.51359  O10 1.427, C35 1.561, H52 1.118, H103 1.117
35 C -6.21949 -0.92754 -0.50806  N13 1.474, C34 1.561, H41 1.108, H100 1.117
36 C -5.62832 0.83807 1.11833  N13 1.470, C26 1.563, H68 1.111, H81 1.114
37 C 0.16539 4.08159 1.81065  O9 1.430, H82 1.112, H89 1.115, H96 1.109
38 C -1.82270 -0.83212 -2.22051  C29 1.571, C33 1.580, H73 1.117, H99 1.114
39 C 1.30115 1.98103 -0.16292  C15 1.579, C22 1.587, H71 1.109, H101 1.111
40 C 1.00284 -2.70755 0.99199  C16 1.590, C25 1.565, H57 1.114, H106 1.114
41 H -7.28212 -0.95611 -0.82092  C35 1.108
42 H 2.75382 -1.69906 0.03985  C25 1.108
43 H 8.96707 -0.10641 -5.46614  C31 1.093
44 H 1.31417 -4.67355 0.10255  C16 1.118
45 H -0.69546 -4.01561 -3.30207  C28 1.116
46 H -1.88855 -3.05744 -0.51292  P3 1.448
47 H 5.91662 3.15994 1.98102  C21 1.093
48 H 6.51162 0.73873 -2.90517  C24 1.091
49 H -4.28743 2.38375 0.26301  C26 1.113
50 H -4.10108 -4.06615 2.51587  C14 1.112
51 H -3.04371 2.95833 -2.02185  C20 1.089
52 H -4.34556 -0.52100 -1.68962  C34 1.118
53 H 8.17559 1.47999 -5.59845  C31 1.088
54 H 3.05748 -2.46717 1.68335  C25 1.110
55 H 4.95268 1.55368 -2.63309  C24 1.090
56 H -7.89467 -1.84246 6.76242  C17 1.094
57 H 0.88448 -3.33387 1.90512  C40 1.114
58 H -3.63308 0.73602 0.07111  C26 1.113
59 H -2.85878 -2.76121 -2.68206  C29 1.119
60 H 9.31411 0.39748 -3.24280  O7 0.960
61 H -1.91184 -4.57030 2.86251  C19 1.111
62 H 1.22517 -0.97940 -1.69114  C32 1.113
63 H -1.55199 -3.06707 2.00389  C19 1.112
64 H 7.56794 4.01931 0.61745  O5 0.961
65 H 2.58087 0.95042 -1.60059  C22 1.107
66 H -1.24459 -5.24254 -1.51695  P3 1.451
67 H 6.11306 -0.42176 -0.95965  O4 0.959
68 H -6.49045 1.53509 1.05211  C36 1.111
69 H -0.64954 3.02967 -0.30574  C15 1.111
70 H 0.03800 -0.26416 -0.57541  C32 1.113
71 H 2.30768 2.24344 0.22260  C39 1.109
72 H 7.43124 5.06252 -3.50165  C23 1.093
73 H -2.69898 -0.25172 -2.59867  C38 1.117
74 H 0.69557 3.66839 -1.38990  C15 1.109
75 H -1.99012 -5.81171 0.57984  C30 1.119
76 H 7.01328 5.22689 -1.24093  O8 0.962
77 H -1.60864 4.78613 -0.39792  O11 0.960
78 H -2.36573 -3.03846 6.02324  C27 1.093
79 H -7.83942 -0.52836 4.87050  O6 0.961
80 H -0.13370 -0.43971 -3.59312  C33 1.115
81 H -5.13378 0.90354 2.11436  C36 1.114
82 H -0.31977 3.08264 1.87679  C37 1.112
83 H 1.19723 1.80821 -2.38057  C22 1.116
84 H 5.38421 4.60968 1.08243  C21 1.093
85 H 6.29365 1.80870 -1.48969  C24 1.092
86 H 4.92860 2.98852 0.51247  C21 1.088
87 H -0.81843 1.05193 -2.80446  C33 1.108
88 H -3.07417 4.73144 -2.16962  C20 1.093
89 H -0.62763 4.85947 1.90448  C37 1.115
90 H 7.83649 6.79304 -3.45198  C23 1.089
91 H -0.22416 -3.79283 5.61374  O12 0.960
92 H -0.41077 -5.43053 1.31595  C30 1.114
93 H -7.22740 -0.44269 7.63228  C17 1.089
94 H 9.91360 1.39187 -5.23479  C31 1.093
95 H -1.85445 -2.14635 -4.01206  C29 1.114
96 H 0.89677 4.25322 2.62597  C37 1.109
97 H -1.97974 -4.54223 6.90997  C27 1.093
98 H -2.92890 -4.60819 5.40811  C27 1.089
99 H -1.91354 -0.90500 -1.11264  C38 1.114
100 H -5.84626 -1.97807 -0.58248  C35 1.117
101 H 0.84099 1.29809 0.58210  C39 1.111
102 H -3.94714 -4.50074 0.79836  C14 1.111
103 H -5.87958 -0.15371 -2.50245  C34 1.117
104 H 0.24547 -2.61880 -2.68722  C28 1.110
105 H 1.59397 -3.34791 -1.04407  C16 1.106
106 H 0.11013 -2.04221 0.94830  C40 1.114
107 H -1.56179 3.82807 -2.48963  C20 1.094
108 H 2.14684 -0.93234 1.55440  C25 1.111
109 H 8.85201 5.62761 -2.57357  C23 1.094
110 H -6.25254 -1.24415 6.37924  C17 1.094

Mulliken atomic charge list, values in e, 99 entries: S -0.32; S 0.40; P 0.42; O -0.49; O -0.54; O -0.49; O -0.46; O -0.50; O -0.50; O -0.51; O -0.47; O -0.47; N 0.09; C -0.87; C -0.66; C -1.38; C -0.45; C -0.33; C -0.03; C -0.50; C -0.28; C -0.40; C -0.50; C -0.32; C -1.24; C 0.08; C -0.55; C -0.94; C -1.37; C -1.36; C -0.54; C 0.31; C -1.14; C 0.79; C -0.90; C -0.87; C -0.62; C 0.61; C -0.19; C 0.24; H 0.27; H 0.19; H 0.27; H 0.56; H 0.55; H -0.24; H 0.30; H 0.22; H 0.30; H 0.52; H 0.10; H -0.73; H 0.22; H 0.41; H 0.24; H 0.23; H 0.47; H -0.03; H 0.24; H 0.26; H 0.04; H 0.04; H 0.26; H 0.29; H -0.13; H -0.06; H 0.27; H 0.35; H 0.52; H -0.05; H -0.06; H 0.22; H 0.35; H 0.39; H 0.64; H 0.33; H 0.28; H 0.25; H 0.28; H 0.28; H 0.41; H 0.25; H 0.64; H 0.30; H 0.09; H -0.08; H 0.38; H 0.31; H 0.24; H 0.23; H 0.29; H 0.45; H 0.25; H 0.25; H 0.61; H 0.27; H 0.31; H 0.21; H -0.26

***

This record from the OMol25 dataset describes a single C8H6 molecule. The level of theory is ωB97M-V/def2-TZVPD.

Calculated values
- relative energy (zero: lowest compared OMol25 entry of this formula, charge and spin) (kcal/mol) = 89.9
- E_tot (eV) = -8385.3362
- maximum force (Eh/bohr) = 0.0864
- orbital gap (Ha) = 0.347

Bonds (Å) are listed after each position.
Geometry (Å):
1 C -0.17577 -0.34995 -1.69356  C5 1.318, C8 1.516, H11 1.131
2 C -0.33220 -0.24839 1.58501  C3 1.475, C4 1.472, C6 1.503, H12 1.002
3 C 1.00233 -0.19344 0.95839  C2 1.475, C7 1.221
4 C -0.99648 1.04976 1.78872  C2 1.472, C6 1.402, H13 1.099, H14 1.161
5 C -0.90858 0.08817 -0.68919  C1 1.318, C6 1.258
6 C -0.93996 0.56228 0.47544  C2 1.503, C4 1.402, C5 1.258
7 C 1.39765 -0.29436 -0.19272  C3 1.221, C8 1.446
8 C 1.33810 -0.40716 -1.63309  C1 1.516, C7 1.446, H9 1.086, H10 1.113
9 H 1.83577 0.27584 -2.31500  C8 1.086
10 H 1.42301 -1.47572 -1.93261  C8 1.113
11 H -0.66701 -0.95620 -2.51165  C1 1.131
12 H -0.68502 -1.13963 1.87568  C2 1.002
13 H -1.97326 1.11919 2.28784  C4 1.099
14 H -0.31859 1.96960 1.99674  C4 1.161

From a Mulliken analysis of the wavefunction, the atomic charges in e read: C -0.67; C -0.17; C -0.20; C -0.41; C -0.08; C 0.37; C -0.28; C -0.21; H 0.32; H 0.20; H 0.30; H 0.42; H 0.24; H 0.18

***

This record from the OMol25 dataset describes a single CH3NOP2 molecule. The level of theory is ωB97M-V/def2-TZVPD.

Calculated values
- relative energy (zero: lowest compared OMol25 entry of this formula, charge and spin) (kcal/mol) = 78.0
- E_tot (eV) = -23195.2756
- maximum force (Eh/bohr) = 0.0430
- orbital gap (spin up / spin down) (Ha) = 0.262 / 0.281

Bonds (Å) are listed after each position.
Geometry (Å):
1 P 0.17323 -1.22089 0.62562  P2 2.171, C5 1.824
2 P -0.22075 0.89639 0.90184  P1 2.171, N4 1.551, H6 1.565, H8 1.392
3 O -0.21295 -2.02810 -1.87414  C5 1.192
4 N 1.20985 1.48104 0.76928  P2 1.551
5 C 0.22532 -1.15144 -1.19605  P1 1.824, O3 1.192, H7 1.078
6 H -1.37852 1.67079 0.18733  P2 1.565
7 H 0.77256 -0.33980 -1.64818  C5 1.078
8 H -0.56875 0.69200 2.23429  P2 1.392

From a Mulliken analysis of the wavefunction, the atomic charges in e read: P 0.10; P 0.15; O -0.40; N -0.44; C -0.04; H 0.13; H 0.40; H 0.10

***

This record from the OMol25 dataset describes a single C5H6ClN3O molecule. The level of theory is ωB97M-V/def2-TZVPD.

Calculated values
- relative energy (zero: lowest compared OMol25 entry of this formula, charge and spin) (kcal/mol) = 62.8
- E_tot (eV) = -24318.6211
- maximum force (Eh/bohr) = 0.1025
- orbital gap (spin up / spin down) (Ha) = 0.308 / 0.308

Bonds (Å) are listed after each position.
Geometry (Å):
1 Cl 2.50993 1.56643 -0.15161  C10 1.718
2 O 2.89972 -1.75437 -0.32954  N4 1.242
3 N -0.04577 1.13882 -0.05278  N5 1.363, C7 1.404, C10 1.337
4 N 1.69856 -2.00293 -0.13557  O2 1.242, C9 1.336
5 N -1.07886 0.25303 -0.12894  N3 1.363, C6 1.284
6 C -0.57199 -0.92569 -0.08446  N5 1.284, C8 1.448, C9 1.444
7 C -0.19643 2.53000 0.05954  N3 1.404, H14 1.122, H15 1.066, H16 1.059
8 C -1.42815 -2.07077 0.14680  C6 1.448, H11 1.119, H12 1.014, H13 1.086
9 C 0.87052 -0.95499 -0.13615  N4 1.336, C6 1.444, C10 1.509
10 C 1.14375 0.52782 -0.07433  Cl1 1.718, N3 1.337, C9 1.509
11 H -2.21084 -2.19985 -0.64185  C8 1.119
12 H -0.70576 -2.77554 0.24015  C8 1.014
13 H -2.03757 -2.10445 1.04448  C8 1.086
14 H -1.21957 2.79198 -0.31945  C7 1.122
15 H 0.60682 3.00510 -0.45571  C7 1.066
16 H -0.23437 2.97538 1.01942  C7 1.059

From a Mulliken analysis of the wavefunction, the atomic charges in e read: Cl -0.15; O -0.42; N 0.59; N -0.21; N -0.94; C 0.43; C -0.85; C -1.21; C 0.74; C 0.11; H 0.26; H 0.42; H 0.29; H 0.29; H 0.33; H 0.33